[1]
One molecule with the formula C4H6N4O2 in a non-equilibrium geometry, computed with ωB97M-V/def2-TZVPD.

Positions of all 16 atoms, in Å:
C  1.6728  -2.3701  -0.3036
C  -0.5081  -0.9791  -0.8635
C  0.0092  0.1625  -0.0661
C  -0.8971  1.0832  0.8073
H  1.6655  -2.2625  0.8015
H  1.8745  -3.4535  -0.4833
H  2.4947  -1.8489  -0.8162
H  -0.0751  -2.8713  -1.3698
H  1.6754  2.5190  0.1677
H  -0.0989  2.6365  1.9659
N  0.3513  -2.0801  -0.8825
N  1.1751  0.6879  -0.1912
N  1.3253  1.7556  0.7300
N  -0.0091  2.0576  1.1400
O  -1.5376  -0.9701  -1.5248
O  -2.0994  1.0894  1.1142

LUMO (eV): 0.07
SMILES: CNC(=O)c1n[nH][nH]c1=O
HOMO (Eh): -0.3583
Gap between HOMO and LUMO (Eh): 0.361

***

[2]
A 2-piece molecular cluster, C4H6N4O2S overall in a non-equilibrium geometry, computed with ωB97M-V/def2-TZVPD.

Positions of all 17 atoms, in Å:
C  -2.1516  1.0264  1.2737
C  -1.1512  0.7303  -2.0872
C  -1.1840  1.3880  0.4398
C  -1.1759  1.0476  -0.9289
N  -1.1238  -2.7335  0.4854
N  -0.1043  -2.1508  0.1053
N  0.6435  -1.2861  0.3543
N  1.8122  -0.9229  0.4556
O  3.2626  0.3010  -1.1676
O  3.0907  1.0889  1.2007
S  2.2634  0.7274  0.0850
H  -2.1302  1.3028  2.3129
H  -2.9993  0.4453  0.9448
H  4.0258  -0.2094  -0.8738
H  -1.1356  0.4790  -3.1058
H  -0.3336  1.9735  0.7774
H  -1.6088  -3.2074  -0.2715

LUMO (eV): -0.15
HOMO (Eh): -0.3325
Gap between HOMO and LUMO (Eh): 0.327

***

[3]
C4H6NO as an isolated structure in a non-equilibrium geometry, computed with ωB97M-V/def2-TZVPD.

Positions of all 12 atoms, in Å:
C  -3.0131  0.6056  0.2482
C  0.3885  -0.3696  0.4744
C  -0.7549  -0.2234  -0.3709
C  1.7695  0.0192  0.2332
N  -1.9394  0.0950  0.1688
O  -0.1260  -1.4270  -0.4360
H  -3.9697  1.1399  0.4319
H  0.0498  -0.5082  1.4585
H  1.3100  0.1792  -1.9598
H  2.0371  1.1190  0.6448
H  1.7674  0.2163  -1.0980
H  2.4807  -0.8458  0.2050

LUMO (spin up / spin down) (eV): -5.32 / -6.94
HOMO (spin up / spin down) (Eh): -0.5283 / -0.4605
Gap between HOMO and LUMO (spin up / spin down) (Eh): 0.333 / 0.205
Total charge: +1

***

[4]
C4H6NO as an isolated structure in a non-equilibrium geometry, computed with ωB97M-V/def2-TZVPD.

Positions of all 12 atoms, in Å:
C  0.5102  -0.5479  -1.4707
C  -0.4863  0.7249  0.4214
C  -0.4752  -0.5268  1.2236
C  -0.0134  0.5939  -0.9501
N  1.1312  -0.9214  -0.4130
O  0.8691  -1.0148  0.8202
H  0.8288  -0.8031  -2.3978
H  -1.4768  1.2604  0.2703
H  0.2510  1.5791  0.8572
H  -0.2029  -0.4967  2.2881
H  -1.0602  -1.3050  0.9038
H  0.1245  1.4574  -1.5530

LUMO (eV): -5.95
HOMO (Eh): -0.5719
Gap between HOMO and LUMO (Eh): 0.353
Total charge: +1

***

Values for energy above the lowest of the compared OMol25 structures with the same formula, charge and spin, kcal per mole, ordered as above
80.64, 132.78, 193.30, 107.69
Values for molecular weight, g mol⁻¹, ordered as above
142.1, 174.2, 84.1, 84.1